C20H32F4N5O7P2STi | wB97M-V/def2-TZVPD

Last column: Mulliken charge in e.
Element x y z (Å)
1 Ti 0.51208 -0.47878 0.08130  -0.054
2 C 0.69474 -3.02019 3.21532  -1.232
3 C -0.36876 -2.01753 2.81371  -0.590
4 N -0.87511 -2.05377 1.39372  0.184
5 C -1.17918 -3.46195 1.01024  -0.483
6 C -0.01189 -4.28007 0.47250  -1.677
7 C -2.15368 -1.31679 1.40077  -1.645
8 C -1.95349 0.18622 1.59939  -0.997
9 N -0.59564 0.60307 1.24073  2.656
10 C -0.22938 1.86837 1.73189  -0.148
11 C 1.10131 2.12268 2.07077  -0.255
12 F 2.00208 1.12871 1.96553  -0.356
13 C 1.52706 3.34535 2.55862  0.122
14 F 2.82045 3.49904 2.84807  -0.324
15 C 0.63556 4.38074 2.76432  -0.532
16 C -0.69001 4.14482 2.45512  0.231
17 F -1.59490 5.10956 2.62649  -0.354
18 C -1.12366 2.93113 1.94152  0.414
19 F -2.42530 2.81953 1.65096  -0.367
20 H 0.90246 -2.86218 4.27339  0.442
21 H 1.63029 -2.89232 2.67961  0.137
22 H 0.35915 -4.04998 3.11212  0.374
23 H -0.01600 -1.00343 3.00477  0.122
24 H -1.24735 -2.18294 3.45270  0.555
25 H -1.97744 -3.42982 0.26407  0.632
26 H -1.61502 -3.95480 1.88659  0.539
27 H -0.04706 -4.35178 -0.61532  0.395
28 H -0.05811 -5.30178 0.84486  0.448
29 H 0.95106 -3.87130 0.77340  0.247
30 H -2.80823 -1.70552 2.19265  0.590
31 H -2.68253 -1.52472 0.47031  0.504
32 H -2.14559 0.46633 2.63928  0.719
33 H -2.69561 0.71890 0.99525  0.288
34 H 0.95681 5.33107 3.16097  0.522
35 N -1.15236 -0.45788 -1.35796  -0.326
36 C -0.94354 -0.45017 -2.82766  -0.191
37 C -0.49534 -1.80298 -3.33904  -0.940
38 C 0.96499 -2.06181 -3.03316  -0.625
39 N 1.26585 -1.99831 -1.58132  -0.156
40 H -1.88779 -1.12703 -1.14486  0.152
41 H -1.52304 0.47830 -1.13186  -0.412
42 H -0.19091 0.31430 -3.03767  -0.057
43 H -1.87588 -0.12947 -3.30026  0.517
44 H -0.63084 -1.83388 -4.42113  0.417
45 H -1.13499 -2.59416 -2.93156  0.332
46 H 1.58306 -1.29504 -3.50643  0.378
47 H 1.27977 -3.03357 -3.42370  0.435
48 H 2.28317 -1.93668 -1.52316  0.268
49 H 1.06958 -2.89994 -1.15109  -0.055
50 O 3.85164 -2.56211 0.02050  -0.557
51 P 3.45193 -1.27520 0.87394  0.844
52 O 4.17052 -1.10430 2.12188  -0.732
53 O 1.89527 -1.39494 0.92972  0.381
54 O 3.68968 -0.09063 -0.18330  -0.093
55 P 2.93108 0.86400 -1.20617  -0.046
56 O 3.42049 2.30423 -0.79329  -0.398
57 O 3.10154 0.44855 -2.59659  -0.732
58 O 1.43750 0.89676 -0.70419  0.634
59 H 4.68174 -2.95192 0.31437  0.375
60 H 4.32855 2.50202 -1.04749  0.334
61 S -1.52344 2.79882 -1.52508  -0.376
62 C -0.08532 3.59435 -1.87204  0.130
63 N 0.55015 3.37172 -3.05571  0.045
64 C 1.65621 4.02099 -3.48753  -0.286
65 C 2.21691 4.99028 -2.71746  -0.696
66 C 1.61000 5.27574 -1.47502  -0.381
67 C 0.49618 4.60657 -1.06698  -0.360
68 H 0.11660 2.68302 -3.65750  0.243
69 H 2.02655 3.72062 -4.45480  0.427
70 H 3.08968 5.51985 -3.06259  0.459
71 H 2.02826 6.04540 -0.84151  0.431
72 H 0.00864 4.84104 -0.13327  0.514

## Properties
LUMO energy   -3.68 eV
E_HOMO   -10.56 eV
Multiplicity   1
Orbital gap   6.9 eV
Energy above the lowest of the compared OMol25 structures with the same formula, charge and spin   0.000 eV
Charge   +1
Largest force on an atom   1.4 eV Å⁻¹

C5H17N3Si | wB97M-V/def2-TZVPD

Last column: Mulliken charge in e.
Element x y z (Å)
1 C -1.20639 -2.20628 -0.44420  -1.040
2 C -1.11834 -0.83879 -2.37881  -1.211
3 C -0.89433 0.23148 2.28861  -0.878
4 C 1.44333 0.89061 2.13410  -0.934
5 C 0.17315 1.90294 -0.95279  -1.162
6 N 2.14391 -0.03792 -1.09601  -0.571
7 N -0.71928 -0.96444 -0.96758  0.165
8 N 0.27050 0.18464 1.51309  0.113
9 Si 0.55686 0.11177 -0.37745  0.206
10 H -0.81653 -2.48650 0.53784  0.332
11 H -2.32088 -2.25495 -0.30676  0.273
12 H -0.96453 -2.97381 -1.19171  0.399
13 H -2.07804 -1.28325 -2.36936  0.423
14 H -1.08853 0.08730 -2.75733  0.412
15 H -0.46142 -1.39563 -3.13347  0.260
16 H -0.67632 0.70785 3.24682  0.391
17 H -1.74348 0.73066 1.82620  0.269
18 H -1.17790 -0.85303 2.60955  0.194
19 H 2.34127 0.40266 2.33797  0.269
20 H 1.77654 1.78874 1.42910  0.172
21 H 1.03206 1.37257 2.95500  0.405
22 H 0.37905 2.25174 -1.94807  0.448
23 H -0.92612 2.12642 -0.97871  0.314
24 H 0.52943 2.52297 -0.05724  0.269
25 H 2.75186 -0.84974 -0.91623  0.227
26 H 2.79415 0.83200 -1.00258  0.255

## Properties
LUMO energy   0.77 eV
E_HOMO   -7.92 eV
Multiplicity   1
Structure (SMILES)   CN(C)[Si](C)(N)N(C)C
Orbital gap   8.7 eV
Energy above the lowest of the compared OMol25 structures with the same formula, charge and spin   0.000 eV
Charge   0
Largest force on an atom   5.5 eV Å⁻¹

C4H6N2 | wB97M-V/def2-TZVPD

Last column: Mulliken charge in e.
Element x y z (Å)
1 C 1.63053 -0.30539 -0.95176  0.124
2 C -0.25422 0.54287 0.23540  0.227
3 C 0.29472 -0.73732 -1.66757  -0.236
4 C -0.76905 1.04021 1.43391  -0.905
5 N -0.64308 -0.21990 -0.66437  -0.357
6 N 2.44735 -0.98783 -0.36818  -0.480
7 H 0.19047 -0.27839 -2.76777  0.276
8 H 0.45820 -1.82621 -1.52241  0.285
9 H -0.33745 0.53080 2.34757  0.250
10 H -1.82431 1.13568 1.37334  0.298
11 H -0.42322 2.10771 1.68126  0.287
12 H 2.52696 -1.97097 -0.09550  0.231

## Properties
LUMO energy (alpha / beta)   0.38 / 0.36 eV
E_HOMO (alpha / beta)   -7.38 / -7.35 eV
Multiplicity   1
Orbital gap (alpha / beta)   7.8 / 7.7 eV
Energy above the lowest of the compared OMol25 structures with the same formula, charge and spin   5.546 eV
Charge   0
Largest force on an atom   4.5 eV Å⁻¹

C18H9F5N3ORuSSe3Te | wB97M-V/def2-TZVPD

Last column: Mulliken charge in e.
Element x y z (Å)
1 Ru 0.09770 -0.09610 -0.32040  0.785
2 N 4.13850 -1.19420 -0.43430  -0.147
3 C 5.00550 -0.10750 -0.29920  0.327
4 C 6.30360 -0.30620 0.15090  -0.670
5 C 7.16730 0.76830 0.26820  -0.662
6 C 6.74140 2.04800 -0.04810  -0.770
7 C 5.43740 2.26080 -0.46970  -0.719
8 C 4.57710 1.18430 -0.60380  0.815
9 S 2.91970 1.40520 -1.21690  -0.221
10 N 2.13310 0.02670 -0.62180  -0.131
11 C 2.78470 -1.09750 -0.40670  0.164
12 C 1.97080 -2.27350 -0.12810  1.147
13 C 2.48080 -3.56630 0.01960  -0.590
14 C 1.62910 -4.61400 0.30090  -0.530
15 C 0.26840 -4.34550 0.43090  -0.852
16 C -0.17720 -3.05260 0.26420  0.026
17 N 0.63470 -2.02600 -0.02400  -0.062
18 H 4.55570 -2.09730 -0.25680  0.107
19 H 6.64230 -1.30230 0.39170  0.366
20 H 8.17880 0.60560 0.60150  0.396
21 H 7.42230 2.88080 0.01660  0.411
22 H 5.09470 3.25120 -0.71810  0.451
23 H 3.53600 -3.75620 -0.09120  0.345
24 H 2.01080 -5.61610 0.42980  0.454
25 H -0.43450 -5.12810 0.66460  0.420
26 H -1.23550 -2.82880 0.37650  0.273
27 Se -2.20080 2.04830 2.54730  0.123
28 Se -3.18870 2.06930 0.57230  0.067
29 Te -2.53030 -0.16840 -0.57840  0.262
30 Se -1.02780 0.47980 -2.46430  -0.205
31 F 2.33530 6.62510 -0.09810  -0.298
32 C 1.71100 5.45830 0.03110  0.646
33 C 0.51610 5.23010 -0.65440  -0.016
34 F 0.00390 6.18990 -1.41900  -0.293
35 C -0.11620 4.00430 -0.53400  0.336
36 F -1.26500 3.73990 -1.18420  -0.353
37 C 0.40540 2.97550 0.27510  0.111
38 O -0.22530 1.84830 0.41480  -0.486
39 C 1.61620 3.23880 0.94180  0.647
40 F 2.15030 2.22560 1.65080  -0.427
41 C 2.26200 4.45880 0.83290  0.096
42 F 3.41910 4.67480 1.46190  -0.343

## Properties
LUMO energy (alpha / beta)   -6.52 / -6.36 eV
E_HOMO (alpha / beta)   -10.25 / -10.44 eV
Multiplicity   1
Orbital gap (alpha / beta)   3.7 / 4.1 eV
Charge   +1
Largest force on an atom   2.3 eV Å⁻¹